Version A
Entry from the OMol25 dataset: a molecular structure, CH4N2S2 (the ωB97M-V functional and the def2-TZVPD basis).

Last column: natural (NBO) charge in e.
Cartesian coordinates (Å):
1 C -0.5820 0.1733 0.0843  0.3325
2 H -0.7817 -1.5959 1.3427  0.3931
3 H -2.2184 -0.9971 0.5891  0.4161
4 H 0.7075 0.1659 -1.2880  0.4499
5 H 2.3318 0.2952 1.1937  0.1577
6 N -1.1641 -0.4601 1.1944  -0.8221
7 N 0.7971 0.2488 0.0066  -0.8013
8 S -1.5888 1.0182 -1.2201  -0.3095
9 S 1.9652 -0.8575 0.5482  0.1835

As for the HOMO energy: -0.313 Ha.

---

Version B
Entry from the OMol25 dataset: a molecular structure, CH4N2S2 (the ωB97M-V functional and the def2-TZVPD basis).

Last column: natural (NBO) charge in e.
Cartesian coordinates (Å):
1 C 0.2010 0.5582 -0.3098  0.2862
2 H -2.0155 -1.2789 0.7453  0.1037
3 H -1.5457 1.6601 -0.0073  0.4187
4 H 0.6613 1.5055 -0.0017  0.1506
5 H 2.7466 -1.6335 0.9687  0.0801
6 N -1.1176 0.6367 -0.1682  -0.7470
7 N 0.8444 -0.4686 -0.4556  -0.7059
8 S -2.2150 -0.6481 -0.4011  0.2146
9 S 2.4405 -0.3315 -0.3703  0.1990

As for the HOMO energy: -0.301 Ha.

---

Which of them is the most stable, and which is the least stable? version B and version A, in that order.

---

Version A
Entry from the OMol25 dataset: C6H7F in the gas phase (the ωB97M-V functional and the def2-TZVPD basis).

Last column: natural (NBO) charge in e.
Cartesian coordinates (Å):
1 F 1.6197 -0.0945 -1.1191  -0.3351
2 C 1.3549 -0.0081 0.2316  0.2071
3 C 0.1268 -0.7019 0.9078  -0.2998
4 C -1.0274 -1.2077 0.0589  -0.2116
5 C -1.6178 -0.1648 -0.6177  -0.1543
6 C -0.9313 1.2271 -0.1216  -0.4520
7 C 0.1585 0.7689 0.8064  -0.2586
8 H 2.2437 -0.2247 0.9960  0.1864
9 H 0.2714 -1.0742 1.9031  0.2200
10 H -1.3745 -2.2119 -0.2270  0.2257
11 H -2.3785 -0.2001 -1.2813  0.1963
12 H -0.4359 1.6276 -0.9843  0.2219
13 H -1.5900 2.1138 0.2695  0.2269
14 H 0.3051 1.3392 1.8033  0.2273

As for the HOMO energy: -0.328 Ha. As for the SMILES: F[C@@H]1[C@@H]2C=CC[C@H]12.

---

Version B
Entry from the OMol25 dataset: C6H7F in the gas phase (the ωB97M-V functional and the def2-TZVPD basis).

Last column: natural (NBO) charge in e.
Cartesian coordinates (Å):
1 C -0.3411 1.8060 -0.3188  -0.5796
2 C -0.0274 0.5511 0.4145  -0.3645
3 C -1.0639 -0.5787 0.2657  -0.2040
4 C -0.4535 -1.7626 -0.0290  -0.2288
5 C 0.9697 -1.6996 -0.2134  -0.3400
6 C 1.2441 -0.2040 0.1262  0.4671
7 F 2.4314 0.3713 -0.0426  -0.3169
8 H 0.4391 2.4490 -0.2175  0.2158
9 H -1.1500 2.2257 0.0770  0.2084
10 H -0.6879 1.5367 -1.3991  0.2145
11 H -0.1072 0.6055 1.5624  0.2630
12 H -2.0305 -0.2465 0.3977  0.2086
13 H -1.0331 -2.7251 -0.2469  0.2206
14 H 1.8103 -2.3287 -0.3761  0.2358

As for the HOMO energy: -0.288 Ha. As for the SMILES: C[C@H]1C=CC=C1F.

---

Which of them is the most stable, and which is the least stable? version A and version B, in that order.

---

Version A
Entry from the OMol25 dataset: 2 unconnected molecules or ions with the total composition C3H3N3O2S (the ωB97M-V functional and the def2-TZVPD basis).

Last column: natural (NBO) charge in e.
Cartesian coordinates (Å):
1 H 2.4541 -0.8380 1.7625  0.3762
2 N 2.1796 0.0311 1.2955  -0.5716
3 C 1.6847 0.0343 0.1296  0.0551
4 S 1.6563 -1.1121 -1.2209  0.1384
5 C 1.5018 0.6959 -1.0708  0.4549
6 O 1.1984 1.5783 -1.7775  -0.4546
7 N -1.9186 0.7949 -0.5010  -0.6197
8 N -1.6125 -0.3901 0.1429  -0.4407
9 C -1.9688 -1.0211 1.1406  0.8398
10 O -2.1979 -1.8470 1.9462  -0.5105
11 H -1.8899 0.6917 -1.5765  0.3743
12 H -1.0869 1.3822 -0.2708  0.3586

As for the HOMO energy: -0.351 Ha. As for the SMILES: [H]/N=c1\sc1=O.NN=C=O.

---

Version B
Entry from the OMol25 dataset: a molecular structure, C3H3N3O2S (the ωB97M-V functional and the def2-TZVPD basis).

Last column: natural (NBO) charge in e.
Cartesian coordinates (Å):
1 C -1.4257 -0.4353 -0.0621  0.6665
2 C 1.2771 -0.7218 0.0061  -0.0814
3 C 0.7741 0.6678 -0.0609  0.6050
4 H -3.1010 0.5088 1.0906  0.5006
5 H 3.0044 0.5546 -0.9706  0.2139
6 H -1.2893 1.5609 0.2407  0.4174
7 N -0.8537 -1.5788 -0.2911  -0.3480
8 N 0.5365 -1.7187 -0.1855  -0.1887
9 N -0.6353 0.6921 -0.1126  -0.6149
10 O -2.7854 -0.3711 0.2307  -0.6526
11 O 1.5125 1.6015 -0.1270  -0.5505
12 S 2.9857 -0.7600 0.2418  0.0324

As for the HOMO energy: -0.333 Ha.

---

Which of them is the most stable, and which is the least stable? version A and version B, in that order.

---

Version A
Entry from the OMol25 dataset: C3H4O4 in the gas phase (the ωB97M-V functional and the def2-TZVPD basis).

Last column: natural (NBO) charge in e.
Cartesian coordinates (Å):
1 O 1.3321 0.7736 0.9757  -0.5816
2 C 0.6834 0.9363 -0.0397  0.6735
3 O 0.7297 2.0652 -0.7560  -0.6439
4 C 0.0070 -0.2632 -0.8261  0.4747
5 O -0.1556 -0.2373 -2.0295  -0.4490
6 C -0.5935 -1.3033 0.1384  -0.1619
7 O -1.5000 -0.7392 1.0492  -0.6875
8 H 1.3488 2.6632 -0.2919  0.4999
9 H -1.1067 -2.0550 -0.4708  0.2085
10 H 0.2340 -1.7809 0.6755  0.1910
11 H -0.9792 -0.0594 1.5751  0.4764

As for the HOMO energy: -0.374 Ha. As for the SMILES: O=C(O)C(=O)CO.

---

Version B
Entry from the OMol25 dataset: 2 unconnected molecules or ions with the total composition C3H4O4 (the ωB97M-V functional and the def2-TZVPD basis).

Last column: natural (NBO) charge in e.
Cartesian coordinates (Å):
1 O -1.4792 1.1186 -2.3928  -0.5633
2 C -0.7991 0.8515 -1.4453  0.9476
3 O 0.2268 -0.0163 -1.4466  -0.4543
4 C 0.7642 -0.0804 -0.1621  0.2067
5 C -0.0680 0.6940 0.6504  -0.1479
6 O -1.0392 1.2412 -0.1834  -0.4555
7 H 1.8369 -0.2357 -0.0860  0.2274
8 H 0.2535 1.3312 1.4709  0.2347
9 O -0.0408 -1.8773 0.9537  -0.9639
10 H -0.5118 -0.9179 1.4289  0.4928
11 H 0.8568 -2.1088 1.2124  0.4757

As for the HOMO energy: -0.335 Ha. As for the SMILES: O=c1occo1.O.

---

Which of them is the most stable, and which is the least stable? version A and version B, in that order.

---

Version A
Entry from the OMol25 dataset: C8H7N3O in the gas phase (the ωB97M-V functional and the def2-TZVPD basis).

Last column: natural (NBO) charge in e.
Cartesian coordinates (Å):
1 O -1.9149 2.1254 0.5345  -0.6857
2 C -2.1792 0.8828 0.2198  0.7164
3 N -3.3369 0.3217 0.0106  -0.4140
4 N -3.2274 -1.1000 -0.2135  -0.2745
5 C -2.0355 -1.1886 -0.2534  0.2536
6 N -1.3338 -0.0969 -0.0587  -0.4504
7 C 0.1055 -0.0593 -0.0246  0.1682
8 C 0.9018 -1.1706 0.3300  -0.2533
9 C 2.3595 -0.9927 0.3999  -0.1784
10 C 2.9014 0.2009 0.0198  -0.1743
11 C 2.1280 1.2888 -0.3574  -0.2235
12 C 0.8515 1.2520 -0.3528  -0.1278
13 H -4.1562 0.7063 0.1295  0.4009
14 H -1.4632 -2.2779 -0.7370  0.2161
15 H 0.2999 -1.9549 0.8779  0.2199
16 H 2.8577 -1.7137 0.6476  0.1768
17 H 4.1978 -0.0597 0.0368  0.2194
18 H 2.8450 2.0623 -0.7615  0.2311
19 H 0.1990 1.7742 -0.4475  0.1794

As for the HOMO energy: -0.333 Ha. As for the SMILES: O=c1[nH]ncn1-c1ccccc1.

---

Version B
Entry from the OMol25 dataset: C8H7N3O in the gas phase (the ωB97M-V functional and the def2-TZVPD basis).

Last column: natural (NBO) charge in e.
Cartesian coordinates (Å):
1 N -3.4109 0.0699 0.0572  -0.8259
2 C -2.2816 -0.6274 -0.0032  0.7929
3 O -2.1686 -1.8382 0.0355  -0.6061
4 N -1.1785 0.2865 -0.1152  -0.2646
5 N -1.2432 1.5975 -0.0598  -0.2405
6 C -0.0366 2.0499 -0.1580  -0.0062
7 C 0.8924 0.9670 -0.0792  -0.1525
8 C 2.2831 0.8111 0.1055  -0.1615
9 C 2.8384 -0.4597 0.1323  -0.2481
10 C 1.9964 -1.5408 -0.0976  -0.1737
11 C 0.5824 -1.4320 -0.2231  -0.2614
12 C 0.1023 -0.1900 -0.2191  0.1898
13 H -4.2393 -0.1573 0.5685  0.4092
14 H -3.3401 1.1171 -0.0329  0.4172
15 H 0.0394 3.1022 -0.1492  0.2147
16 H 2.9314 1.6597 0.3115  0.2132
17 H 3.8516 -0.5018 0.3321  0.2169
18 H 2.4603 -2.6181 0.0049  0.2177
19 H -0.0787 -2.2955 -0.4103  0.2690

As for the HOMO energy: -0.318 Ha. As for the SMILES: NC(=O)n1ncc2ccccc21.

---

Version C
Entry from the OMol25 dataset: C8H7N3O in the gas phase (the ωB97M-V functional and the def2-TZVPD basis).

Last column: natural (NBO) charge in e.
Cartesian coordinates (Å):
1 O 1.8230 1.8186 0.2465  -0.5115
2 N 2.1703 0.5804 -0.2150  -0.0733
3 C 3.3838 -0.0039 -0.2770  0.0917
4 N 3.2358 -1.3428 -0.2043  -0.2494
5 N 1.8792 -1.5846 -0.0578  -0.2728
6 C 1.2778 -0.3809 0.0375  0.2888
7 C -0.2247 -0.2335 -0.0263  -0.0939
8 C -0.8447 0.9640 -0.2109  -0.1995
9 C -2.2571 1.0575 -0.2524  -0.2073
10 C -3.0325 -0.0386 -0.0886  -0.2054
11 C -2.3784 -1.3270 -0.0403  -0.2016
12 C -1.0105 -1.4323 0.1761  -0.1680
13 H 2.1774 1.9246 1.3334  0.4740
14 H 4.3459 0.3818 -0.0991  0.2174
15 H -0.4505 1.9268 -0.5860  0.2320
16 H -2.6495 2.1407 -0.3075  0.2139
17 H -4.0969 0.0433 -0.0976  0.2166
18 H -2.8790 -2.1450 0.2342  0.2024
19 H -0.4696 -2.3491 0.4352  0.2460

As for the HOMO energy: -0.325 Ha. As for the SMILES: On1cnnc1-c1ccccc1.

---

Which of them is the most stable, and which is the least stable? version B and version A, in that order.

---

Version A
Entry from the OMol25 dataset: C20H24N2O3 in the gas phase (the ωB97M-V functional and the def2-TZVPD basis).

Last column: natural (NBO) charge in e.
Cartesian coordinates (Å):
1 C 2.1439 -5.1497 2.0951  -0.2513
2 O 0.8608 -4.5807 2.0119  -0.4926
3 C 0.5647 -3.8010 0.9324  0.2780
4 C -0.7284 -3.2833 0.8891  -0.2240
5 C -1.1394 -2.4767 -0.1529  -0.2818
6 C -0.2550 -2.1707 -1.1813  0.2472
7 O -0.5519 -1.3515 -2.2461  -0.5082
8 C -1.9124 -1.1323 -2.5393  -0.1608
9 C -2.6332 -0.1556 -1.5968  0.6510
10 O -3.8269 -0.2474 -1.4013  -0.6114
11 N -1.8023 0.7678 -1.0704  -0.6156
12 C -2.1023 1.8449 -0.2286  0.1035
13 C -3.4044 2.2315 0.0542  -0.2238
14 C -3.6438 3.3487 0.8352  -0.2108
15 C -2.5861 4.0894 1.3285  -0.2205
16 C -1.2841 3.6999 1.0639  -0.2542
17 C -1.0183 2.5709 0.2995  0.2101
18 N 0.2879 2.1351 -0.0186  -0.4906
19 C 1.3179 3.1554 -0.0690  -0.2156
20 C 2.5216 2.6094 -0.8343  -0.4001
21 C 3.0626 1.3691 -0.1304  -0.3978
22 C 1.9410 0.3448 0.0086  -0.4075
23 C 0.7479 0.9699 0.7255  -0.2223
24 C 1.0323 -2.6929 -1.1462  -0.1865
25 C 1.4450 -3.4971 -0.1005  -0.3065
26 H 2.9233 -4.3820 2.1463  0.1732
27 H 2.3450 -5.8156 1.2495  0.1751
28 H 2.1500 -5.7287 3.0172  0.2014
29 H -1.4058 -3.5264 1.6919  0.2273
30 H -2.1472 -2.0921 -0.1508  0.2334
31 H -2.4771 -2.0719 -2.5596  0.2070
32 H -1.9271 -0.6979 -3.5448  0.2184
33 H -0.8215 0.7160 -1.3282  0.4311
34 H -4.2226 1.6594 -0.3499  0.2525
35 H -4.6603 3.6429 1.0471  0.2140
36 H -2.7686 4.9679 1.9295  0.2115
37 H -0.4668 4.2775 1.4678  0.2128
38 H 0.9110 4.0299 -0.5819  0.2119
39 H 1.6479 3.4601 0.9390  0.1640
40 H 3.2911 3.3802 -0.9000  0.2085
41 H 2.2104 2.3472 -1.8469  0.2026
42 H 3.8948 0.9449 -0.6946  0.2088
43 H 3.4325 1.6444 0.8604  0.1938
44 H 2.2795 -0.5301 0.5654  0.2155
45 H 1.6298 0.0148 -0.9834  0.2016
46 H -0.0646 0.2450 0.8118  0.2168
47 H 1.0474 1.2588 1.7482  0.1716
48 H 1.7093 -2.4597 -1.9529  0.2182
49 H 2.4519 -3.8829 -0.1090  0.2212

As for the HOMO energy: -0.297 Ha. As for the SMILES: COc1ccc(OCC(=O)Nc2ccccc2N2CCCCC2)cc1.

---

Version B
Entry from the OMol25 dataset: a molecular structure, C20H24N2O3 (the ωB97M-V functional and the def2-TZVPD basis).

Last column: natural (NBO) charge in e.
Cartesian coordinates (Å):
1 C 3.2532 -0.5224 -3.9005  -0.2621
2 H 4.0635 -0.9245 -3.3777  0.1929
3 O 2.4685 0.1668 -2.7395  -0.5735
4 C 1.3753 0.9000 -3.1562  0.2355
5 C 1.3093 2.4660 -3.0572  -0.1915
6 C 0.2302 2.9423 -3.3209  -0.3045
7 C -0.7874 2.1978 -3.7007  -0.1110
8 C -1.0663 0.8904 -3.8115  -0.2569
9 C 0.1411 0.1777 -3.6383  0.2574
10 O 0.3765 -1.1799 -3.6634  -0.5774
11 C -0.8770 -2.1922 -3.4795  -0.0917
12 H -0.5643 -3.0735 -3.6665  0.1894
13 H -1.5725 -1.6307 -4.1134  0.2075
14 C -1.3130 -1.9351 -1.9577  0.6619
15 O -2.5374 -1.9457 -1.7263  -0.6054
16 N -0.1722 -1.5483 -1.1944  -0.6341
17 C -0.2188 -1.0811 0.2675  0.1118
18 C 0.8987 -0.7238 0.8128  -0.2188
19 C 0.6819 -0.4249 2.2786  -0.2067
20 C -0.2796 -0.6316 2.9516  0.0905
21 C -1.5605 -0.9421 2.2741  -0.1624
22 C -1.4397 -1.4977 0.8906  -0.2190
23 H -2.4404 -1.8097 0.5306  0.2733
24 H -2.2931 -1.3010 2.8545  0.1918
25 N -0.6468 -0.2562 4.3022  -0.4352
26 C 0.8463 0.0021 5.1229  -0.2243
27 H 1.8000 -0.4355 4.6236  0.2183
28 C 1.0834 1.3984 5.0864  -0.3769
29 C 0.1664 2.2260 5.6084  -0.4545
30 C -1.1673 1.9227 4.9821  -0.3850
31 C -1.5797 0.3624 4.9457  -0.2009
32 H -2.4721 0.2802 4.3654  0.2103
33 H -1.5796 0.0197 6.0055  0.1773
34 H -2.0275 2.5432 5.3891  0.2037
35 H -1.1322 2.3258 3.8729  0.1796
36 H 0.1397 3.1684 5.6758  0.2259
37 H -0.1874 2.0969 6.7351  0.1736
38 H 2.3246 1.4899 5.6471  0.1717
39 H 1.3573 1.8036 4.0140  0.2279
40 H 0.7344 -0.4964 5.9715  0.1935
41 H 1.8929 -0.0531 2.7033  0.1903
42 H 1.8531 -0.8039 0.1461  0.2482
43 H 0.6827 -1.3641 -1.6404  0.4237
44 H -1.7483 0.3897 -4.0810  0.1817
45 H -2.0222 2.7152 -3.9026  0.1763
46 H 0.1120 4.0506 -2.9956  0.2258
47 H 2.3092 2.8176 -2.6791  0.2327
48 H 3.6099 0.3299 -4.6073  0.1892
49 H 2.4011 -1.2404 -4.3809  0.2301

As for the HOMO energy: -0.275 Ha.

---

Which of them is the most stable, and which is the least stable? version A and version B, in that order.